{"formula": "C20H44LaNO2P3", "method": "ωB97M-V with the def2-TZVPD basis set", "total_energy_ha": -2048.37599, "e_homo_ev": -15.61, "lumo_ev": -9.45, "charge": 3, "max_force_ha_per_bohr": 0.0541, "e_above_lowest_kj_mol": 126.50, "elements": ["La", "P", "P", "P", "O", "O", "N", "C", "C", "C", "C", "C", "C", "C", "C", "C", "C", "C", "C", "C", "C", "C", "C", "C", "C", "C", "C", "H", "H", "H", "H", "H", "H", "H", "H", "H", "H", "H", "H", "H", "H", "H", "H", "H", "H", "H", "H", "H", "H", "H", "H", "H", "H", "H", "H", "H", "H", "H", "H", "H", "H", "H", "H", "H", "H", "H", "H", "H", "H", "H", "H"], "positions_angstrom": [[-0.52280, -0.45227, 0.07008], [-3.29198, 0.46736, 0.03261], [0.96960, -2.96573, -1.36661], [2.54891, -0.14032, 0.71531], [-0.39581, -0.41460, 2.41200], [-0.12344, 0.69224, -1.58369], [-0.68622, -0.40970, 4.67908], [0.59146, 0.64203, -5.26087], [-4.01127, 0.54529, -1.64263], [0.04906, 0.98937, -2.90036], [-1.64991, 0.71295, 4.67413], [0.72035, 0.27006, -3.91627], [-0.29837, -1.05293, 5.93561], [1.34676, 4.16609, -0.40015], [-3.59359, 2.14978, 0.67950], [3.22987, -1.31197, 1.95195], [-0.64360, 2.14921, -3.27502], [-1.07918, 2.31439, -4.58466], [2.57093, 1.42431, 1.66228], [0.68055, 4.35659, 0.74351], [2.16518, -2.59468, -2.60203], [-0.14732, -0.87981, 3.58053], [1.71100, -3.88590, -0.12082], [-4.58869, -0.61608, 0.72948], [-0.52875, -3.70292, -1.89213], [3.98928, 0.08939, -0.40006], [-0.34199, 1.64101, -5.58399], [-0.49976, 1.99378, -6.60801], [-1.14671, 1.63545, 4.32816], [4.90190, 0.28704, 0.18657], [-2.63331, 2.68990, 0.69952], [-1.95238, 2.96563, -4.74732], [-4.28921, 2.71917, 0.04837], [1.68575, -2.48203, -3.57493], [0.70761, -0.73480, 6.24642], [1.15315, 0.18875, -6.10693], [4.31114, -1.14558, 2.07102], [-1.96367, 0.82839, 5.71666], [1.37665, -0.56644, -3.70997], [1.60816, -4.89241, -0.51416], [-4.19316, -1.64465, 0.72438], [0.84495, 3.81913, -1.31880], [3.79406, 0.94049, -1.07150], [2.79823, -3.48191, -2.59715], [3.60306, 1.66586, 1.95450], [2.43791, 4.28609, -0.48395], [-4.03796, -0.47234, -2.05995], [-0.30066, -2.14767, 5.80924], [-2.51883, 0.46808, 4.03350], [4.13835, -0.81708, -1.00718], [1.96164, 1.31503, 2.57022], [2.76785, -1.69664, -2.38084], [-1.00293, 2.66041, -2.38576], [3.06079, -2.34670, 1.62151], [-1.32359, -3.71149, -1.13475], [2.73488, -1.17633, 2.92395], [0.63466, -1.63702, -1.14994], [1.20486, 4.63674, 1.66288], [1.23856, -3.85419, 0.84945], [2.16075, 2.26119, 1.07950], [-5.04095, 0.93033, -1.60102], [-4.85212, -0.34768, 1.75968], [-0.37759, 4.15388, 0.83189], [-0.19677, -4.72681, -2.05875], [-1.00743, -0.76928, 6.70836], [2.76555, -3.68326, -0.02355], [0.57171, -1.71555, 3.68413], [-0.92362, -3.28113, -2.81659], [-3.98055, 2.12215, 1.70721], [-5.48976, -0.59429, 0.09701], [-3.40124, 1.17464, -2.29983]]}

---

{"formula": "C18H29N2O2", "method": "ωB97M-V with the def2-TZVPD basis set", "total_energy_ha": -962.36572, "e_homo_ev": -11.81, "lumo_ev": -4.71, "charge": 1, "max_force_ha_per_bohr": 0.3813, "e_above_lowest_kj_mol": 1865.12, "elements": ["O", "O", "N", "N", "C", "C", "C", "C", "C", "C", "C", "C", "C", "C", "C", "C", "C", "C", "C", "C", "C", "C", "H", "H", "H", "H", "H", "H", "H", "H", "H", "H", "H", "H", "H", "H", "H", "H", "H", "H", "H", "H", "H", "H", "H", "H", "H", "H", "H", "H", "H"], "positions_angstrom": [[-2.11606, -1.02609, 1.67237], [1.19081, -0.75731, -0.12401], [-0.18426, 1.35195, -0.88843], [-0.96011, -1.16038, 1.05308], [-0.03560, 0.32275, -3.15881], [-0.42149, -3.80849, -1.40828], [0.05254, -2.82809, -2.79768], [1.01190, -1.93350, 0.29107], [-0.97912, 0.86747, -1.94898], [-1.25153, -2.09838, -3.04041], [0.66459, 2.45429, -1.29248], [1.11775, 2.22110, 3.27713], [1.22486, 3.57169, 3.61858], [1.02940, -4.42621, -0.64430], [-0.22768, 2.41587, 1.58439], [0.14020, -2.10545, 1.14780], [0.80619, 1.73691, 2.09277], [-0.54976, 3.85834, 1.74144], [-1.05899, 2.07312, 0.25762], [1.68706, -3.07486, 0.02060], [-0.78983, -0.80654, -3.76695], [0.29969, 4.41767, 3.06464], [0.44574, -3.45575, -3.52021], [1.74011, 4.09227, 4.31899], [-1.65936, 0.24115, -1.52681], [-1.75026, -1.88703, -1.86995], [-1.75208, 1.16229, 0.46724], [-1.09357, -3.34102, -0.77238], [-1.74039, -0.34061, -4.10614], [-1.74939, 2.77895, -0.25484], [0.78069, -2.31794, -2.27078], [-1.80002, -2.66024, -3.46278], [0.73515, 0.61692, 1.72276], [1.52470, 2.02572, -1.95943], [2.48172, -2.84897, -0.93290], [2.41557, -3.48804, 0.81622], [-0.87337, -4.72022, -1.96108], [1.41009, 2.87317, -0.40886], [-1.62501, 1.63348, -2.29857], [-0.19872, -1.04829, -4.66809], [0.15700, 1.07328, -3.69568], [0.43085, 0.50358, -0.42258], [0.20474, 5.53701, 3.18924], [-0.35242, -2.87384, 1.69212], [-2.08652, -2.04347, 2.47873], [1.67371, -4.86642, -1.27659], [-1.26054, 4.59357, 1.46526], [0.52134, -4.90612, 0.27026], [0.53891, -0.10649, -2.51250], [2.14026, 1.67299, 3.83131], [0.16643, 3.35799, -1.65285]]}

---

{"formula": "C4H5NS2", "method": "ωB97M-V with the def2-TZVPD basis set", "total_energy_ha": -1006.23527, "e_homo_ev": -9.11, "lumo_ev": -0.91, "max_force_ha_per_bohr": 0.1720, "e_above_lowest_kj_mol": 835.52, "elements": ["S", "S", "N", "C", "C", "C", "C", "H", "H", "H", "H", "H"], "positions_angstrom": [[-0.67824, 1.72921, -0.13101], [-2.06775, -1.06868, -0.33277], [0.93018, -0.33216, 1.75658], [1.86373, -0.16938, -0.48276], [-0.77364, -0.07609, 0.02165], [0.73347, -0.71001, 0.37549], [3.09533, -0.35705, -0.98466], [0.32087, -1.79110, 0.19106], [0.63714, 1.64852, -0.51943], [0.44443, 0.87980, 1.67078], [2.44063, -0.30624, 1.86576], [4.06809, -0.79912, -1.66214]]}

---

{"formula": "C44H34F2N10Sc", "method": "ωB97M-V with the def2-TZVPD basis set", "total_energy_ha": -3204.98032, "e_homo_ev": [-9.02, -9.02], "lumo_ev": [-3.68, -3.68], "charge": 1, "max_force_ha_per_bohr": 0.0592, "e_above_lowest_kj_mol": 348.26, "elements": ["Sc", "F", "F", "N", "N", "N", "N", "N", "N", "N", "N", "N", "N", "C", "C", "C", "C", "C", "C", "C", "C", "C", "C", "C", "C", "C", "C", "C", "C", "C", "C", "C", "C", "C", "C", "C", "C", "C", "C", "C", "C", "C", "C", "C", "C", "C", "C", "C", "C", "C", "C", "C", "C", "C", "C", "C", "C", "H", "H", "H", "H", "H", "H", "H", "H", "H", "H", "H", "H", "H", "H", "H", "H", "H", "H", "H", "H", "H", "H", "H", "H", "H", "H", "H", "H", "H", "H", "H", "H", "H", "H"], "positions_angstrom": [[11.01019, 11.46544, 9.67569], [12.51675, 12.81864, 14.89085], [14.41392, 15.66843, 11.90543], [10.66341, 9.39752, 8.57865], [12.84005, 11.36238, 8.16218], [10.19086, 15.86787, 9.75514], [13.58982, 11.47769, 6.07584], [9.72686, 13.71668, 10.06982], [10.18329, 11.25332, 11.72466], [8.84607, 11.03144, 8.76215], [12.16936, 9.77868, 10.61857], [10.71156, 12.87186, 7.79826], [9.85502, 9.23523, 7.66417], [9.05737, 10.49256, 11.78869], [9.05369, 10.77577, 14.09546], [11.22494, 12.26949, 6.56631], [13.85492, 11.30297, 13.65605], [7.95046, 16.25439, 12.68571], [11.65898, 8.44568, 8.68319], [10.84494, 11.64323, 12.82942], [12.88258, 9.11828, 14.20885], [8.44002, 10.22704, 12.99559], [6.57452, 11.59936, 8.21414], [12.22769, 12.19841, 12.46883], [7.71994, 14.90534, 12.93424], [14.65015, 11.09544, 6.82396], [10.24599, 11.48861, 14.06578], [9.10719, 14.45468, 11.07551], [14.18988, 10.97427, 8.13769], [13.75646, 6.73473, 9.31853], [13.39668, 10.27575, 14.61497], [13.74371, 14.54706, 12.17095], [13.00850, 13.98232, 11.05853], [12.18565, 12.89327, 11.14128], [8.77230, 10.12403, 7.76412], [16.03338, 11.02473, 6.49058], [12.85814, 6.44987, 8.23149], [13.24907, 11.04120, 12.28925], [10.39203, 14.61561, 9.35269], [11.24430, 14.16160, 8.21352], [11.87750, 7.36131, 7.87024], [12.49041, 8.69963, 9.80943], [12.54504, 11.66689, 6.91729], [8.30243, 13.99020, 12.10495], [6.58030, 10.71198, 7.18292], [16.34513, 10.41951, 8.81119], [8.79099, 16.77029, 11.70506], [9.34876, 15.83356, 10.85534], [16.86624, 10.59863, 7.47933], [15.05267, 10.60644, 9.15382], [12.42032, 8.84040, 12.82885], [7.69907, 9.95091, 6.96990], [7.72900, 11.80367, 8.97798], [13.92146, 13.91877, 13.34389], [13.57956, 7.85560, 10.12576], [13.15906, 12.65637, 13.62751], [12.65162, 9.79245, 11.93046], [13.93169, 11.37803, 11.51196], [5.70095, 12.24047, 8.35572], [10.75311, 11.69871, 14.95114], [10.47493, 11.51358, 6.28231], [11.33446, 13.04392, 5.81920], [13.57220, 10.39891, 15.67792], [9.68131, 13.00980, 7.80643], [5.64541, 10.47194, 6.66061], [12.61364, 8.44140, 14.98745], [7.14702, 14.67268, 13.84674], [12.98477, 5.44162, 7.70023], [14.63817, 6.16848, 9.50545], [14.59973, 14.27419, 14.11166], [16.44441, 11.24129, 5.51662], [13.62515, 11.78559, 5.10772], [11.22334, 7.11318, 7.02688], [8.93456, 17.88692, 11.66192], [11.20931, 14.93674, 7.44506], [12.25384, 13.98783, 8.61737], [17.92942, 10.48525, 7.36132], [8.62491, 10.60818, 15.08754], [8.66205, 10.10155, 10.90180], [7.54690, 16.98659, 13.41262], [7.73231, 12.49004, 9.80568], [14.67343, 10.41683, 10.13694], [7.56631, 9.58647, 13.05604], [14.93505, 11.37992, 13.65327], [10.48703, 16.73128, 9.28788], [14.17419, 8.29929, 10.86691], [17.01206, 9.98682, 9.53625], [11.96150, 7.89013, 12.59429], [13.25010, 14.53350, 10.11885], [7.81157, 9.11275, 6.27164], [8.23199, 12.93408, 12.20609]]}